Entry 1:
44
Properties=species:S:1:pos:R:3 method="wB97M-V/def2-TZVPD" multiplicity=1 gap_ev=9.296 charge=0 total_energy_ha=-3440.4048 mol_weight_g_mol=346.26 smiles=COCCCNCCOCCOc1ccc(C)cc1Br
C -4.199 -0.685 2.120
O -4.459 0.360 1.221
C -3.827 0.170 -0.027
C -4.142 1.357 -0.930
C -3.348 1.284 -2.231
N -1.928 1.362 -1.954
C -1.076 1.149 -3.105
C 0.388 1.007 -2.675
O 0.975 2.253 -2.322
C 1.124 2.494 -0.947
C 2.227 1.644 -0.297
O 1.623 0.472 0.208
C 2.379 -0.450 0.851
C 3.755 -0.404 1.030
C 4.405 -1.425 1.706
C 3.715 -2.512 2.220
C 4.422 -3.625 2.931
C 2.336 -2.561 2.046
C 1.689 -1.546 1.376
Br -0.194 -1.587 1.144
H -4.690 -0.424 3.056
H -4.600 -1.637 1.750
H -3.121 -0.806 2.287
H -4.184 -0.764 -0.490
H -2.740 0.084 0.107
H -3.893 2.274 -0.392
H -5.210 1.376 -1.147
H -3.536 0.321 -2.717
H -3.691 2.079 -2.918
H -1.720 2.265 -1.538
H -1.383 0.211 -3.576
H -1.151 1.953 -3.857
H 0.969 0.623 -3.521
H 0.445 0.300 -1.846
H 0.193 2.311 -0.398
H 1.392 3.551 -0.873
H 2.988 1.397 -1.048
H 2.697 2.203 0.523
H 4.326 0.426 0.645
H 5.476 -1.365 1.832
H 4.522 -4.487 2.271
H 3.861 -3.939 3.808
H 5.417 -3.316 3.241
H 1.766 -3.391 2.436



Entry 2:
49
Properties=species:S:1:pos:R:3 method="wB97M-V/def2-TZVPD" multiplicity=2 gap_ev="7.325 / 7.570" s_squared=0.76 charge=+1 total_energy_ha=-2066.4225 mol_weight_g_mol=491.86
Ru -0.331 0.356 -0.533
C -0.150 -2.904 -0.658
C -1.505 -2.277 -0.938
N -1.793 -1.026 -0.148
C -3.175 -0.547 -0.457
C -3.415 -0.155 -1.903
C -1.732 -1.360 1.324
C -1.303 -0.135 2.093
N -0.130 0.369 1.386
C 0.625 1.399 1.940
C 1.956 1.532 1.516
F 2.437 0.665 0.612
C 2.784 2.521 2.011
F 4.041 2.579 1.575
C 2.330 3.433 2.942
C 1.018 3.326 3.358
F 0.522 4.201 4.235
C 0.179 2.341 2.869
F -1.104 2.336 3.280
H 0.085 -3.576 -1.484
H -0.131 -3.492 0.256
H 0.664 -2.176 -0.623
H -2.305 -2.989 -0.711
H -1.574 -2.005 -1.985
H -3.365 0.291 0.214
H -3.862 -1.349 -0.171
H -2.739 0.630 -2.234
H -4.444 0.196 -1.994
H -3.310 -0.995 -2.586
H -0.984 -2.133 1.462
H -2.703 -1.745 1.636
H -1.064 -0.399 3.126
H -2.107 0.607 2.120
H 2.977 4.208 3.327
Cl 0.370 -0.095 -2.660
C -3.757 3.347 0.035
P -2.055 3.376 -0.518
C -2.019 4.023 -2.184
C -1.157 4.495 0.552
O -1.441 1.995 -0.482
H -4.160 4.361 0.031
H -3.807 2.954 1.051
H -4.357 2.726 -0.630
H -2.488 5.007 -2.221
H -2.554 3.347 -2.852
H -0.985 4.104 -2.518
H -1.511 5.517 0.411
H -0.095 4.447 0.309
H -1.300 4.208 1.594



Entry 3:
52
Properties=species:S:1:pos:R:3 method="wB97M-V/def2-TZVPD" multiplicity=5 gap_ev="5.653 / 7.119" s_squared=6.08 charge=+1 total_energy_ha=-2748.2065 mol_weight_g_mol=443.33
O 0.054 -0.132 -3.425
H -0.068 0.033 -4.373
Co 0.402 -0.245 -0.120
N 0.112 1.429 0.544
N 1.824 0.486 -0.984
N -1.068 -0.938 0.694
N 0.443 -1.848 -0.986
O -0.878 1.879 1.264
O -1.828 -0.339 1.614
O 1.382 -2.260 -1.841
O 2.655 -0.089 -1.792
C 2.032 1.804 -0.679
C 1.130 2.304 0.296
C -1.306 -2.251 0.452
C -0.509 -2.737 -0.629
C 1.234 3.568 1.065
H 1.530 3.365 2.107
H 0.267 4.085 1.097
H 1.989 4.238 0.634
C 3.159 2.520 -1.311
H 2.904 2.783 -2.348
H 4.070 1.909 -1.327
H 3.355 3.448 -0.770
C -2.218 -3.048 1.299
C -0.583 -4.092 -1.226
H -2.839 -2.387 1.914
H -1.651 -3.711 1.971
H -2.861 -3.681 0.677
H 0.069 -4.146 -2.104
H -1.613 -4.329 -1.526
H -0.280 -4.866 -0.506
H -1.487 0.683 1.553
H 2.012 -1.407 -1.900
C -0.918 0.649 -2.712
H -0.423 1.523 -2.267
H -1.329 0.038 -1.895
H -1.735 0.995 -3.368
O -3.763 2.536 -0.114
H -4.041 1.807 -0.695
H -2.950 2.201 0.324
N 0.565 -0.339 7.667
C 0.763 -0.399 6.514
C 0.995 -0.474 5.092
C 0.623 -1.613 4.369
C 0.787 -1.616 2.980
N 1.200 -0.536 2.303
C 1.727 0.475 3.008
C 1.599 0.576 4.397
H 0.184 -2.485 4.850
H 0.549 -2.518 2.411
H 2.257 1.258 2.458
H 1.948 1.484 4.895